(1)
This record from the Open Molecules 2025 dataset describes a structure of composition C18H32AuF6N3PSi2 at a distorted geometry. The level of theory is the ωB97M-V functional and the def2-TZVPD basis.

The geometry in XYZ format:
```
63
Properties=species:S:1:pos:R:3:forces:R:3
Au -0.10737 0.45750 -0.37434 1.03 0.30 0.01
C 4.81163 0.22220 -1.99294 -0.85 -0.05 0.41
Si 2.97883 -0.30230 -1.84294 0.75 -0.81 -1.77
C 2.76213 -2.16930 -1.95754 -0.12 0.75 0.48
C 1.85813 0.60290 -3.11494 0.34 -0.18 0.83
C 2.31553 0.50650 -0.15584 -2.18 0.70 -0.19
C 2.18353 1.94930 -0.15794 0.73 0.29 0.03
C 3.20293 2.90420 -0.07484 0.03 -0.22 0.02
C 2.86943 4.24680 -0.11884 -0.23 0.23 -0.05
C 1.53763 4.62140 -0.25634 0.61 -0.09 0.08
C 0.57103 3.62810 -0.32674 -0.79 -0.17 -0.03
N 0.90583 2.35400 -0.27084 -0.62 -1.60 -0.08
Si 2.99893 -0.36930 1.44606 0.95 -1.05 2.11
C 2.87203 -2.24190 1.67456 -0.40 0.75 -0.62
C 4.84023 0.12810 1.63586 -0.96 0.09 -0.50
C 1.87553 0.54320 2.72916 0.22 -0.07 -0.80
H 5.14173 0.00270 -3.00554 -0.12 -0.11 -0.25
H 5.45203 -0.34550 -1.32464 0.03 -0.10 0.12
H 4.98803 1.28050 -1.82454 -0.03 0.15 0.01
H 3.02033 -2.51120 -2.95614 0.14 0.19 -0.29
H 1.73243 -2.46450 -1.77994 -0.14 -0.01 0.06
H 3.39243 -2.72040 -1.26604 0.11 0.00 0.06
H 2.20233 0.30730 -4.10204 0.15 -0.18 -0.17
H 1.93063 1.68360 -3.04434 0.06 0.19 0.05
H 0.81563 0.31060 -3.02504 -0.16 -0.12 -0.04
H 4.22823 2.59240 0.02216 0.15 -0.06 -0.01
H 3.64063 5.00020 -0.05194 0.05 0.04 0.00
H 1.24913 5.65790 -0.30284 -0.08 0.12 -0.01
H -0.48037 3.85620 -0.42344 -0.08 0.02 -0.02
H 3.28743 -2.78810 0.83456 0.12 -0.10 -0.09
H 1.83783 -2.55250 1.77776 -0.15 -0.02 -0.01
H 3.40613 -2.56470 2.56566 0.19 0.29 0.15
H 5.49423 -0.49470 1.03686 0.05 -0.17 -0.15
H 5.11363 -0.02950 2.67456 -0.12 -0.11 0.29
H 5.04963 1.16450 1.40356 0.08 0.22 0.00
H 0.83523 0.26120 2.61436 -0.19 -0.13 -0.04
H 1.97273 1.62160 2.65026 0.08 0.18 -0.04
H 2.20683 0.23180 3.71496 0.21 -0.22 0.15
N -2.18627 0.85260 -0.78414 1.88 0.26 -0.13
C -3.23707 0.45130 -0.49244 -1.28 -0.15 0.13
N -4.46357 0.14560 -0.27804 1.25 0.36 -0.11
C -5.05767 -1.06290 -0.79304 -0.80 -1.52 -0.19
C -5.78897 -1.81450 0.33826 0.32 0.20 -0.48
C -6.76637 -0.89930 1.05146 -0.21 -0.27 0.45
C -6.03957 0.32090 1.58686 0.19 0.31 -0.43
C -5.33247 1.05540 0.43426 -0.96 0.61 1.08
H -4.28687 -1.70410 -1.22024 -0.03 0.20 -0.05
H -5.78237 -0.79230 -1.56914 0.15 0.08 -0.01
H -5.03297 -2.19050 1.03056 -0.06 -0.06 0.06
H -6.30227 -2.66670 -0.10494 0.05 -0.05 0.00
H -7.23157 -1.43770 1.88336 0.03 0.06 -0.13
H -7.58267 -0.60320 0.38526 0.08 0.04 -0.05
H -5.29057 0.02360 2.32286 -0.01 -0.01 0.08
H -6.72907 1.01690 2.06236 0.01 0.03 0.04
H -4.75737 1.89910 0.81886 0.04 -0.06 -0.18
H -6.08727 1.43030 -0.26634 0.16 0.01 -0.04
F -0.29107 -1.56460 1.05526 0.14 0.38 -0.15
P -1.03067 -2.75020 0.09676 -0.55 -0.16 0.32
F -1.31537 -3.61730 1.37306 0.14 0.05 -0.20
F -1.74477 -3.70920 -0.92724 0.35 0.11 0.18
F -2.40187 -1.90060 0.30256 0.28 -0.18 -0.04
F -0.67397 -1.68570 -1.20184 0.29 0.90 0.09
F 0.41983 -3.37750 -0.13404 -0.30 -0.08 0.01
```
Positions in Å, forces in eV/Å.

Computed properties:
Net charge ... +2
2S+1 ... 2
E ... -2524.1251 a.u.
Orbital gap (alpha / beta) ... 5.27 / 3.81 eV

Atomic partial charges in e from the Löwdin method, atoms 1 to 5: 1.17 -0.13 0.61 -0.13 -0.13


(2)
This record from the Open Molecules 2025 dataset describes a cluster of 3 separate species, C18H32BBr6Cl2F3IO8P2 in total at a distorted geometry. The level of theory is the ωB97M-V functional and the def2-TZVPD basis.

The geometry in XYZ format:
```
73
Properties=species:S:1:pos:R:3:forces:R:3
C 0.78526 0.09595 3.99083 0.06 -0.42 -0.37
C 0.00538 -0.24485 2.67761 0.07 0.84 1.16
C -0.54712 1.04823 2.00013 -0.78 -0.88 -0.15
P -1.58257 1.89209 3.34776 0.28 0.36 0.79
P -3.66901 1.31465 3.29409 -0.70 -0.06 -0.18
O -3.90464 -0.04843 2.81099 -0.03 -0.01 -0.11
O -4.47363 2.47802 2.45431 0.09 -0.41 0.81
O -4.23494 1.41044 4.84066 0.80 0.84 -1.06
O 0.44144 1.99922 1.75732 -0.80 0.32 0.33
B 0.81671 1.99416 0.31872 1.43 -1.95 -0.02
C 2.26888 1.15606 0.23427 0.31 0.26 0.16
C 3.25175 1.54247 1.35415 -0.09 -0.47 -1.14
O 3.38295 2.93894 1.56953 0.14 0.13 0.08
C 4.66830 0.97085 1.15406 -1.09 0.30 1.86
F 5.37299 1.18697 2.30486 0.40 0.01 -0.24
F 4.63814 -0.36712 1.02240 0.17 0.04 -0.67
F 5.36075 1.54159 0.16904 0.05 -0.29 -0.34
C 1.00614 3.43234 -0.46603 0.16 0.65 0.63
Cl -0.03550 3.56940 -1.95248 0.08 -0.20 0.49
C 0.85490 4.68965 0.42027 -1.17 0.27 -1.09
C -0.53494 4.85872 1.07213 0.12 -0.04 0.80
Cl 1.07554 6.16312 -0.68488 0.47 0.07 0.47
O -0.12570 1.00143 -0.25288 -1.25 0.09 -0.32
C -1.19452 0.70116 0.57024 0.94 1.37 -0.87
I -1.75087 -1.42500 0.24788 0.26 0.13 1.68
C -2.47834 1.48208 0.12932 -0.47 -0.47 -0.12
C -2.71417 1.62210 -1.40041 -0.17 0.54 0.67
O -2.20296 1.01830 -2.28087 -0.09 1.37 0.29
O -3.66622 2.54705 -1.74858 0.24 0.07 1.19
H 1.54802 -0.67752 4.16963 -0.10 0.29 -0.07
H 1.26919 1.08214 3.93044 -0.10 -0.33 0.07
H 0.10878 0.06959 4.85648 0.24 0.18 -0.27
H -0.84658 -0.86342 2.99796 0.24 0.01 -0.53
H 0.63905 -0.80075 1.97427 -0.28 0.21 0.09
H -1.55697 3.27320 3.01695 -0.41 -0.49 -0.32
H -5.43430 2.35569 2.53641 0.21 -0.01 -0.05
H -3.75178 2.15045 5.24752 -0.31 -0.21 0.28
H 2.71093 1.24891 -0.77744 0.03 -0.07 0.37
H 2.00632 0.09656 0.39497 0.18 0.30 -0.21
H 2.87498 1.07732 2.27559 0.24 0.44 -0.07
H 3.81747 3.34039 0.80283 -0.18 -0.20 0.08
H 2.04022 3.44946 -0.84087 -0.44 0.05 -0.12
H 1.63968 4.78559 1.17303 -0.05 -0.33 -0.33
H -0.37988 4.91159 2.16419 -0.15 -0.02 -0.35
H -1.20407 4.00869 0.89732 0.33 0.18 -0.18
H -1.05650 5.77812 0.78467 0.26 -0.25 -0.13
H -3.33438 0.90533 0.52313 0.10 0.41 -0.20
H -2.56827 2.49298 0.56048 0.42 -0.30 0.03
H -3.85199 3.04465 -0.93550 -0.28 0.05 -0.35
Br 5.56498 -3.97957 3.30394 0.09 -0.04 0.00
C 7.14100 -2.83541 3.31979 -0.23 0.03 0.13
C 7.25791 -2.04090 2.04672 0.26 -0.01 -0.09
Br 7.90905 -3.14438 0.57803 -0.07 0.02 0.00
H 7.99700 -3.47901 3.50090 -0.01 0.03 -0.07
H 7.00198 -2.17208 4.17169 0.00 0.04 -0.07
H 7.99664 -1.24876 2.15558 -0.02 -0.03 0.06
H 6.31676 -1.61047 1.72522 0.01 -0.06 0.06
Br -1.92511 -1.17624 -2.84718 0.95 -2.15 -2.54
C -0.83967 -2.73897 -3.29684 -0.58 0.19 0.18
C -0.73029 -2.93174 -4.78671 0.11 -0.29 0.05
Br -2.36065 -3.69973 -5.53256 0.13 0.11 -0.05
H -1.27998 -3.59697 -2.79212 0.14 -0.11 -0.15
H 0.13949 -2.53140 -2.86569 -0.01 0.01 -0.05
H 0.05379 -3.64947 -5.02737 -0.04 0.00 -0.01
H -0.54496 -2.00459 -5.32157 -0.06 0.03 0.10
Br -4.29919 -5.29331 -8.18900 -0.07 -0.15 0.06
C -5.68351 -6.39199 -7.36701 -0.03 0.24 -0.27
C -5.92140 -6.01610 -5.92833 0.05 -0.21 0.20
Br -4.51931 -6.70899 -4.77171 -0.06 0.02 -0.02
H -5.37786 -7.42714 -7.48749 0.00 0.03 0.08
H -6.57647 -6.20778 -7.96224 -0.02 -0.01 0.08
H -6.84034 -6.47160 -5.56319 -0.01 0.01 -0.08
H -5.96375 -4.94200 -5.76936 0.05 -0.02 -0.07
```
Positions in Å, forces in eV/Å.

Computed properties:
Net charge ... -1
E ... -18976.5425 a.u.
Orbital gap ... 7.12 eV

Atomic partial charges in e from the Löwdin method, atoms 1 to 5: -0.14 -0.28 -0.61 0.98 0.28


(3)
This record from the Open Molecules 2025 dataset describes an isolated molecule of C18H32BFN2O7 at a distorted geometry. The level of theory is the ωB97M-V functional and the def2-TZVPD basis.

The geometry in XYZ format:
```
61
Properties=species:S:1:pos:R:3:forces:R:3
C 8.07957 -1.59142 -0.11277 -0.21 0.13 0.03
C 7.20182 -0.55808 0.59997 0.07 0.08 -0.22
C 6.68787 0.53641 -0.34239 -0.15 -0.13 0.43
C 5.57381 1.39277 0.29265 -0.02 -0.17 -0.37
C 4.17753 1.01896 -0.21330 -0.20 0.15 0.51
C 3.10603 2.05334 0.16274 -0.03 -0.01 -0.15
C 1.87293 1.97943 -0.74248 0.17 -0.41 0.16
C 1.02996 0.70454 -0.49126 -0.12 0.41 -0.10
C -0.43073 1.02597 -0.13200 0.18 0.05 -0.25
C -1.39965 -0.12465 -0.51289 -0.16 0.19 0.11
C -1.69098 0.01432 -2.00274 0.31 -0.81 -0.47
O -1.28304 -0.76709 -2.81323 -0.03 0.40 0.23
N -2.24191 1.28569 -2.41041 -0.25 -0.30 0.25
C -3.63799 1.37583 -2.44701 -0.02 -0.29 -0.30
O -4.42907 0.50411 -2.58057 0.08 0.32 0.27
F -4.01778 2.65014 -2.32194 -0.02 0.16 -0.13
O -0.74436 -1.39282 -0.29883 0.18 0.19 0.04
C -0.72468 -1.56667 1.06030 0.43 -0.36 -0.01
O 0.03650 -2.29192 1.62769 -0.45 0.34 -0.21
O -1.66386 -0.79522 1.61494 -0.39 0.14 -0.02
C -2.54548 -0.30325 0.50082 0.33 -0.40 0.87
C -3.28187 0.93974 1.02341 0.13 0.09 -0.64
C -4.79029 0.96394 0.74398 -0.15 0.33 0.43
C -5.63162 0.07968 1.68949 0.17 -0.33 -0.49
N -6.42536 -0.90913 0.93332 0.25 0.11 -0.09
B -3.45035 -1.59754 0.13623 -0.18 0.05 -0.09
O -3.81284 -1.86157 -1.16449 -0.11 0.37 0.30
O -3.76061 -2.41638 1.17244 0.27 -0.10 -0.20
C -4.26038 -3.72256 0.88877 -0.26 -0.10 0.21
H 8.08782 -2.54870 0.40897 0.11 0.05 0.06
H 7.69030 -1.77221 -1.11729 0.07 -0.07 0.00
H 9.10514 -1.23242 -0.20228 0.02 -0.06 -0.09
H 6.34546 -1.04791 1.06958 -0.02 -0.03 0.00
H 7.77546 -0.07351 1.39347 -0.08 -0.10 0.16
H 6.28616 0.05152 -1.23507 0.11 0.09 -0.15
H 7.52585 1.17016 -0.64013 0.00 -0.05 -0.14
H 5.74209 2.44830 0.06835 0.04 0.03 0.12
H 5.59363 1.25790 1.37745 0.07 0.24 0.04
H 4.18327 0.90344 -1.29974 0.10 -0.02 -0.04
H 3.89628 0.05945 0.23090 0.02 -0.15 -0.28
H 2.78230 1.90379 1.19751 0.11 0.07 0.06
H 3.54553 3.05335 0.10632 -0.03 0.02 -0.03
H 2.22340 1.95905 -1.77717 -0.08 0.20 -0.06
H 1.26241 2.87509 -0.61645 -0.02 0.02 0.02
H 1.03811 0.07480 -1.38184 0.09 -0.10 0.07
H 1.48818 0.13639 0.31776 -0.05 -0.20 -0.06
H -0.72753 1.92135 -0.67546 -0.12 -0.01 0.05
H -0.52745 1.25903 0.92758 0.01 -0.08 0.05
H -1.83057 1.54359 -3.30256 -0.04 0.21 0.02
H -2.82896 1.82808 0.57063 -0.01 -0.02 0.05
H -3.08404 1.01741 2.09218 -0.07 -0.06 0.05
H -5.12552 2.00047 0.83983 0.04 -0.02 -0.05
H -5.01218 0.67205 -0.27941 0.03 -0.05 -0.06
H -4.95397 -0.48902 2.32489 -0.07 0.10 0.19
H -6.26448 0.71162 2.31360 0.04 -0.05 0.15
H -6.44651 -1.79708 1.41223 -0.16 0.01 0.11
H -7.37340 -0.59338 0.78673 -0.04 -0.06 -0.02
H -4.76444 -1.71447 -1.27062 0.03 -0.22 -0.21
H -3.53412 -4.30211 0.32191 0.01 0.05 -0.06
H -5.20143 -3.68254 0.33677 0.05 0.05 -0.06
H -4.43994 -4.22009 1.84092 0.06 0.07 0.00
```
Positions in Å, forces in eV/Å.

Computed properties:
SMILES ... CCCCCCCCC[C@@]1(C(=O)NC(=O)F)OC(=O)O[C@]1(CCCN)B(O)OC
E ... -1466.0892 a.u.
Orbital gap ... 10.24 eV

Atomic partial charges in e from the Löwdin method, atoms 1 to 5: -0.11 -0.27 -0.22 -0.21 -0.22


(4)
This record from the Open Molecules 2025 dataset describes a structure of composition C18H32Cl10Mg2O8 at a distorted geometry. The level of theory is the ωB97M-V functional and the def2-TZVPD basis.

The geometry in XYZ format:
```
70
Properties=species:S:1:pos:R:3:forces:R:3
Mg 19.92264 11.48880 -14.61334 -1.03 -1.18 0.08
Mg 16.96716 9.68378 -14.79676 0.69 1.50 1.08
C 16.35334 13.85929 -13.92630 0.16 1.53 0.26
C 17.31967 12.73271 -13.98140 -0.19 -0.96 -1.33
O 18.53801 12.85873 -14.20113 1.70 1.76 0.12
O 16.86174 11.58389 -13.96977 -2.05 -2.49 0.22
H 16.05670 14.21134 -14.91431 0.11 -0.55 -0.40
H 16.85607 14.75435 -13.55993 -0.11 -0.02 0.50
H 15.42872 13.64444 -13.39056 0.33 -0.16 0.16
C 18.55202 10.50194 -18.30641 -0.61 -1.12 -0.45
C 17.92829 10.14583 -16.95476 1.97 1.89 1.15
O 16.73879 9.92553 -16.72212 -3.15 -1.01 -2.05
O 18.61319 10.19127 -15.87493 2.02 0.26 -0.46
H 19.46468 9.92833 -18.46801 0.14 0.14 0.39
H 18.76866 11.54937 -18.51635 0.01 0.08 0.83
H 17.88680 10.19197 -19.11233 -0.27 -0.07 0.14
C 19.54856 8.06870 -11.87506 0.11 -1.16 -0.13
C 18.96661 8.97603 -12.92429 -0.46 -0.25 0.78
O 17.81455 8.72975 -13.37574 -1.03 -1.07 -0.13
O 19.60490 9.96469 -13.27559 1.43 1.38 -0.41
H 20.27490 7.40926 -12.35012 0.58 0.48 -0.23
H 18.87820 7.28042 -11.53256 -0.60 0.60 0.27
H 20.02632 8.59449 -11.04838 -0.09 0.06 -0.21
C 23.29802 12.82786 -15.85427 1.54 1.25 -0.18
C 22.01610 12.27820 -15.42829 0.63 -1.70 1.40
O 21.14218 11.86910 -16.17325 -2.19 0.06 -4.29
O 21.78960 12.00206 -14.22210 1.19 1.11 2.70
H 24.14846 12.17226 -15.66710 -0.33 -0.45 0.21
H 23.50751 13.68068 -15.20858 0.04 0.24 -0.14
H 23.39510 13.12835 -16.89753 -0.51 0.03 0.09
Cl 16.52825 13.87366 -9.10008 -0.30 0.44 0.09
C 17.27174 12.62767 -10.07125 -0.06 -1.95 -0.02
C 16.58624 11.25728 -9.91941 0.05 0.38 -0.25
Cl 14.91059 11.15667 -10.52434 -0.12 0.25 0.17
H 18.22799 12.37767 -9.61172 0.40 0.64 -0.40
H 17.34798 12.89972 -11.12400 0.09 0.26 0.24
H 16.63039 10.99273 -8.86292 -0.34 -0.18 -0.13
H 17.09739 10.50726 -10.52296 0.34 0.17 0.18
Cl 21.37082 16.83472 -13.04491 0.94 1.09 -0.19
C 20.50103 15.34366 -13.19781 -0.31 -0.85 1.82
C 20.97187 14.30719 -12.13375 -0.94 0.10 -0.68
Cl 20.81682 14.77115 -10.36632 0.27 0.06 -1.23
H 20.65497 14.90159 -14.18217 -0.21 0.10 0.08
H 19.47097 15.63341 -12.99016 -0.09 -0.46 -0.41
H 21.96943 13.96632 -12.41084 0.00 0.05 0.63
H 20.26102 13.48616 -12.22710 0.29 -0.17 -0.02
Cl 21.92304 15.68810 -18.73862 -0.08 -0.07 0.08
C 21.09523 14.28947 -19.46404 1.07 -0.96 -0.40
C 22.09877 13.27519 -20.09058 -1.52 0.56 0.64
Cl 22.78447 13.96901 -21.55130 0.53 0.00 -0.30
H 20.46205 14.65528 -20.27235 -0.15 -0.02 0.32
H 20.54998 13.74988 -18.68968 -0.14 0.32 0.02
H 21.46971 12.43678 -20.38970 0.22 -0.17 -0.07
H 22.85088 12.92343 -19.38440 0.08 0.26 -0.20
Cl 20.98588 7.90079 -16.59004 0.12 0.22 0.18
C 22.41630 7.74521 -15.54874 0.54 -0.73 0.45
C 22.60158 6.28111 -15.10425 0.49 0.03 -0.33
Cl 21.35413 5.52384 -14.08470 -0.30 0.41 0.15
H 22.44113 8.46790 -14.73315 -0.82 -0.21 0.23
H 23.30785 8.04721 -16.09832 -0.10 -0.36 -0.48
H 23.53382 6.16207 -14.55212 -0.01 0.25 -0.01
H 22.64904 5.60375 -15.95691 0.08 0.38 -0.17
Cl 13.77041 12.79706 -18.61409 0.54 0.76 -0.06
C 15.11320 13.99655 -18.87527 1.01 -0.67 0.08
C 16.42595 13.39240 -18.19891 -1.80 0.56 -1.09
Cl 17.68657 14.63659 -18.02991 -0.09 -0.16 0.01
H 14.84829 15.01837 -18.60355 -0.17 -0.37 0.77
H 15.26691 14.07048 -19.95183 0.05 -0.33 0.03
H 16.74628 12.63505 -18.91439 0.29 -0.01 0.38
H 16.19410 12.93714 -17.23606 0.13 0.19 -0.06
```
Positions in Å, forces in eV/Å.

Computed properties:
E ... -6309.4765 a.u.
Orbital gap ... 9.85 eV
Energy above the lowest of the compared OMol25 structures with the same formula, charge and spin ... 56.5 kcal/mol

Atomic partial charges in e from the Löwdin method, atoms 1 to 5: 0.73 0.93 0.03 -0.67 -0.02


Which of these has the highest E?
C18H32BFN2O7